Below is a molecular structure, C34H79ClIN11O11P3S2 in a non-equilibrium geometry, with properties calculated with the ωB97M-V functional and the def2-TZVPD basis.

Results
ΔE to the lowest compared entry with this formula, charge and spin: 1022.8 kJ/mol
HOMO energy: -8.76 eV
F_max: 8.01 eV Å⁻¹
charge: +1
LUMO energy: -3.1685 eV

Geometry (Å):
C (3.21464, -1.65214, 4.92452)
C (2.69199, -0.54568, 3.83117)
C (1.13261, -0.65229, 3.48493)
C (1.18332, -1.90389, 2.42245)
C (0.30279, 0.64892, 3.03565)
C (-0.81083, 0.10475, 1.96840)
C (-1.89270, -0.96275, 2.47107)
C (-2.54931, -1.67005, 1.14771)
C (-2.32759, -3.27219, 1.14692)
S (-1.42744, -3.91595, -0.34131)
O (-2.28421, -4.92528, -1.08818)
O (-0.93128, -2.85124, -1.28099)
Cl (0.26808, -4.96223, 0.32785)
C (1.27376, 1.68854, 2.18142)
C (0.73720, 2.16506, 0.74416)
C (1.15438, 1.16935, -0.49762)
C (1.50310, 2.04158, -1.83124)
N (2.79447, 2.78956, -1.87848)
O (0.71106, 2.07774, -2.82516)
C (1.99624, 2.81783, 3.06958)
I (1.35401, 4.91202, 2.55112)
P (3.88647, 2.97351, 2.81403)
O (4.73149, 3.32719, 4.28807)
O (4.26668, 4.32829, 1.79711)
S (4.82166, 1.47840, 2.04681)
C (1.70797, 2.81172, 4.64948)
O (2.05512, 4.15776, 5.14148)
N (0.37589, 2.33862, 5.15342)
C (-0.46578, 3.44656, 5.84501)
N (-0.83023, 4.66473, 5.13677)
C (0.80088, 1.67497, 6.49464)
N (1.33039, 0.32237, 6.44949)
C (-0.44966, 1.46073, 4.25656)
O (-1.10894, 2.49195, 3.37092)
C (-2.51468, 2.46637, 3.51111)
N (-3.70092, 2.31151, 3.29558)
O (-1.59270, 0.89584, 4.82882)
C (-1.65593, -0.23672, 5.64875)
C (-3.24858, -0.48617, 5.97445)
C (-3.53189, -0.56164, 7.57007)
O (-3.76138, -1.65140, 5.25346)
H (3.58966, -2.56671, 4.32988)
H (4.10741, -1.20959, 5.50330)
H (2.39301, -1.96425, 5.65666)
H (3.32069, -0.79909, 2.88607)
H (3.09626, 0.45316, 4.17614)
H (0.64192, -1.12856, 4.42301)
H (1.37391, -1.51853, 1.34323)
H (2.09626, -2.59397, 2.62076)
H (0.28324, -2.60119, 2.49961)
H (-0.36621, -0.34290, 1.01924)
H (-1.49614, 0.93753, 1.53752)
H (-2.77350, -0.38561, 2.95642)
H (-1.54148, -1.75917, 3.19954)
H (-2.17777, -1.16442, 0.17310)
H (-3.69416, -1.48523, 1.15272)
H (-1.76326, -3.63077, 2.08359)
H (-3.37050, -3.77197, 1.16137)
H (2.10975, 0.97201, 1.80083)
H (1.35030, 3.08755, 0.38358)
H (-0.34663, 2.50678, 0.69629)
H (0.25762, 0.51417, -0.83109)
H (2.09990, 0.56463, -0.28547)
H (3.21287, 2.82767, -0.92559)
H (2.54899, 3.75559, -2.19008)
H (5.64832, 3.60129, 4.04619)
H (4.65115, 3.99709, 0.95071)
H (2.58675, 2.22165, 5.13100)
H (2.44544, 4.08581, 6.04320)
H (0.07440, 3.82618, 6.79898)
H (-1.45748, 3.01221, 6.26747)
H (-0.39824, 5.50090, 5.55668)
H (-1.85621, 4.75071, 5.09028)
H (-0.08435, 1.65165, 7.24531)
H (1.59383, 2.32219, 7.04476)
H (0.92634, -0.24830, 7.20761)
H (2.36296, 0.32637, 6.58653)
H (-1.31105, -1.25849, 5.26238)
H (-1.19997, -0.15711, 6.71578)
H (-3.86921, 0.41306, 5.58934)
H (-4.66100, -0.40426, 7.78034)
H (-3.26252, -1.61024, 7.94678)
H (-2.98676, 0.28657, 8.11130)
H (-4.58598, -1.36361, 4.78691)
O (-6.31177, -6.81352, -2.87460)
P (-5.68420, -7.80083, -3.87948)
N (-5.91913, -9.14824, -2.84707)
C (-5.02760, -10.26741, -2.61733)
C (-7.29830, -9.63700, -2.84719)
N (-4.11674, -7.09661, -3.68920)
C (-3.37455, -7.27583, -2.44487)
C (-4.09379, -5.66978, -4.03606)
N (-4.99768, -8.90387, -5.10982)
C (-3.57490, -9.10600, -5.35939)
C (-5.66690, -8.67621, -6.40047)
H (-5.03231, -10.98474, -3.44856)
H (-5.32589, -10.81214, -1.71449)
H (-4.00026, -9.96173, -2.43647)
H (-7.50013, -10.24674, -3.73704)
H (-8.00925, -8.80634, -2.84274)
H (-7.51265, -10.23315, -1.95486)
H (-3.99623, -7.11018, -1.56109)
H (-2.52021, -6.59713, -2.38710)
H (-2.93757, -8.27222, -2.38624)
H (-4.48770, -5.04484, -3.22711)
H (-4.69553, -5.48314, -4.93131)
H (-3.07458, -5.34504, -4.26096)
H (-3.08989, -8.21845, -5.77882)
H (-3.43401, -9.92653, -6.07270)
H (-3.03800, -9.40878, -4.46002)
H (-5.36716, -7.71440, -6.84172)
H (-6.75343, -8.66098, -6.26308)
H (-5.44877, -9.47781, -7.11297)
O (2.46589, 6.53566, -4.12067)
P (3.87625, 6.62979, -4.74000)
N (3.53300, 8.10733, -5.53553)
C (3.94096, 8.52733, -6.86162)
C (3.57737, 9.26426, -4.64063)
N (3.59131, 5.25928, -5.75440)
C (2.66292, 5.35230, -6.87756)
C (3.26473, 4.05102, -4.98752)
N (5.54534, 6.70829, -5.38083)
C (6.03601, 5.97861, -6.54501)
C (6.50271, 6.52109, -4.27943)
H (4.99673, 8.82573, -6.90059)
H (3.34637, 9.38793, -7.18756)
H (3.77376, 7.76546, -7.61858)
H (4.61242, 9.57445, -4.44879)
H (3.11334, 9.03390, -3.67769)
H (3.02560, 10.11334, -5.05521)
H (1.72706, 5.84742, -6.60567)
H (2.41729, 4.36219, -7.27627)
H (3.11080, 5.88294, -7.71642)
H (2.21912, 4.04352, -4.66004)
H (3.89858, 3.97976, -4.09800)
H (3.44776, 3.15389, -5.58429)
H (6.07241, 4.89681, -6.38030)
H (7.05195, 6.30870, -6.79136)
H (5.44215, 6.17918, -7.43699)
H (6.50191, 5.48084, -3.92183)
H (6.23738, 7.16857, -3.43654)
H (7.51922, 6.79301, -4.58017)

Forces on the atoms, in the same order (eV/Å):
-0.03 0.26 -0.78
1.21 -0.51 0.20
0.89 -2.31 0.87
0.43 0.01 -0.50
0.50 -0.66 -0.95
-1.65 0.26 -0.18
-1.25 0.40 -0.69
-0.28 0.20 0.16
-0.77 0.43 1.18
-1.55 -0.66 -5.96
2.41 2.82 3.38
-0.84 -1.96 3.49
-0.87 0.64 0.13
1.03 -1.51 -0.85
1.34 1.06 -1.53
-0.73 0.41 -0.93
-1.58 0.40 -2.49
-2.70 -0.38 1.36
3.24 -0.11 4.23
-1.19 1.41 0.92
-0.35 -0.50 -0.68
3.56 1.31 -0.78
-1.96 0.34 -2.06
-0.86 -1.90 1.55
-0.54 -0.32 -0.35
4.44 1.32 -0.64
-1.02 -1.90 0.54
0.53 -0.07 2.98
-2.44 3.33 2.28
-0.17 -0.70 0.51
0.32 -1.50 3.90
0.59 0.61 0.28
-1.89 -0.38 -3.99
-3.45 -0.19 1.63
-2.32 -0.96 -2.53
6.14 1.20 1.51
2.38 0.36 0.42
-1.95 -3.22 2.97
-0.81 1.29 0.15
-0.60 -0.33 -0.74
-0.14 1.36 0.33
-0.63 1.33 1.26
-1.35 -0.78 -0.87
1.17 0.37 -1.05
-1.23 0.81 1.51
-0.80 -0.96 -0.43
0.69 1.13 -1.54
-0.61 -0.74 1.74
-1.55 1.36 0.02
1.10 1.21 -0.45
0.12 0.69 1.70
1.45 -1.09 0.93
1.64 -1.04 -0.56
-0.31 1.12 -0.97
-0.41 -1.06 1.61
1.96 -0.43 0.03
-0.74 0.53 -1.59
1.96 0.44 -0.43
-1.06 1.23 1.18
-1.07 -1.25 1.34
1.45 -0.67 0.13
1.78 0.88 0.59
-1.36 0.62 0.01
-0.38 -0.04 -0.99
0.51 -0.99 0.01
-0.86 -0.31 0.00
-0.29 -0.05 0.99
-2.08 0.10 -0.89
-0.13 -0.09 -0.87
-0.38 -1.34 -1.84
2.00 -0.16 -1.14
-0.37 -0.76 -0.54
0.93 0.13 -0.15
1.19 0.27 -1.84
-1.58 -0.42 -1.54
0.24 0.42 -0.74
-1.17 -0.18 -0.36
-0.15 1.85 -0.12
-0.42 0.49 -2.00
1.42 -1.11 0.56
1.89 -0.35 -0.50
-0.16 1.65 -0.34
-0.57 -1.34 -0.69
1.11 -0.45 0.67
-2.70 0.38 -3.30
4.86 -0.98 6.21
-0.82 -0.80 1.11
0.27 -0.16 -0.62
-0.21 0.51 0.03
1.47 0.47 -0.16
-0.08 -0.39 0.10
-0.23 -0.16 -0.28
-1.98 0.61 -2.88
0.54 0.60 0.26
-0.22 -0.30 -0.19
0.06 -0.09 -0.04
-0.23 0.22 -0.09
-0.01 0.16 -0.15
-0.07 -0.22 0.02
0.15 0.03 -0.01
0.18 -0.01 -0.08
0.03 0.04 0.12
-0.36 -0.03 -0.31
-0.14 -0.18 0.02
-0.06 0.00 -0.08
-0.04 0.03 0.04
0.03 -0.15 0.07
0.06 -0.08 0.06
-0.50 0.00 -0.02
-0.16 0.25 0.04
-0.03 -0.18 -0.17
-0.01 0.07 0.04
0.08 0.08 0.09
2.38 0.15 3.66
-4.39 -0.01 -6.71
-0.71 1.34 -0.01
0.66 -0.21 -0.11
-0.29 -0.25 0.40
0.09 -1.26 -0.94
-0.10 0.38 -0.11
0.29 0.22 0.20
2.03 -0.27 2.92
-0.41 -0.70 -0.27
0.27 0.32 0.09
0.07 0.02 -0.07
-0.05 -0.07 0.32
0.06 -0.15 0.13
0.07 0.21 -0.06
0.01 -0.11 -0.10
0.10 -0.13 -0.12
-0.11 0.01 -0.05
0.14 -0.01 0.34
0.01 0.16 0.01
0.06 -0.02 0.07
-0.01 -0.03 -0.02
0.03 0.11 -0.08
0.00 0.05 -0.10
-0.05 0.28 0.41
-0.16 -0.08 0.23
0.23 0.09 0.00
-0.07 -0.02 0.02
-0.11 -0.08 -0.05